ORCA calculation (wB97M-V/def2-TZVPD) on a cluster of 15 separate species, C16H6Cl56N2O4P in total at a distorted geometry.

Its spin multiplicity is 1. As for the LUMO energy: 1.2 eV. As for the net charge: -1.

Atoms and positions in Å:
N 0.94 -2.02 -2.17
P -0.30 -1.16 -1.67
O -0.79 -1.65 -0.15
O -1.61 -1.40 -2.68
N 0.15 0.51 -1.64
C 1.20 0.63 -0.58
C 1.63 2.12 -0.32
O 0.81 2.89 0.22
O 2.82 2.43 -0.66
H 1.20 -2.70 -1.45
H -1.58 -1.10 0.02
H -1.32 -1.91 -3.47
H 0.60 0.68 -2.55
H 2.08 0.01 -0.89
H 0.83 0.22 0.40
C -0.42 2.66 3.79
Cl 0.08 1.22 2.90
Cl -0.29 4.08 2.76
Cl -2.10 2.47 4.33
Cl 0.63 2.86 5.21
C -3.88 -4.28 0.62
Cl -3.01 -5.72 1.15
Cl -2.95 -3.45 -0.64
Cl -5.46 -4.75 -0.03
Cl -4.10 -3.18 2.00
C 0.99 1.99 9.31
Cl 1.95 0.60 9.86
Cl 1.85 2.82 8.01
Cl -0.57 1.42 8.71
Cl 0.73 3.10 10.66
C 1.19 -4.79 -5.35
Cl 2.72 -4.54 -4.50
Cl -0.03 -3.68 -4.71
Cl 1.42 -4.49 -7.08
Cl 0.65 -6.46 -5.11
C 4.43 -0.38 6.82
Cl 2.92 0.40 6.35
Cl 4.11 -1.62 8.05
Cl 5.15 -1.14 5.39
Cl 5.55 0.83 7.49
C -0.91 -1.03 -8.71
Cl -1.71 -2.04 -9.92
Cl -1.83 0.46 -8.46
Cl -0.81 -1.91 -7.18
Cl 0.73 -0.62 -9.26
C -5.24 2.40 -6.99
Cl -3.60 2.76 -7.55
Cl -6.31 2.16 -8.38
Cl -5.20 0.92 -6.01
Cl -5.84 3.74 -6.01
C -1.86 3.08 -3.62
Cl -1.42 1.65 -4.58
Cl -1.70 4.53 -4.64
Cl -3.55 2.93 -3.09
Cl -0.81 3.22 -2.22
C -0.02 -7.75 -9.45
Cl -0.01 -5.99 -9.55
Cl -1.05 -8.26 -8.10
Cl -0.65 -8.43 -10.96
Cl 1.63 -8.34 -9.18
C -1.24 6.46 9.50
Cl -2.15 7.20 8.18
Cl 0.11 5.53 8.83
Cl -0.60 7.73 10.56
Cl -2.30 5.39 10.43
C 3.16 -4.64 4.25
Cl 1.68 -5.58 4.00
Cl 4.24 -5.52 5.35
Cl 3.95 -4.38 2.69
Cl 2.75 -3.07 4.97
C -2.55 6.10 14.86
Cl -1.58 4.72 15.41
Cl -1.69 6.93 13.55
Cl -4.11 5.52 14.26
Cl -2.80 7.22 16.20
C 6.12 -0.23 1.44
Cl 7.87 -0.06 1.67
Cl 5.74 -0.18 -0.29
Cl 5.59 -1.78 2.11
Cl 5.29 1.09 2.26
C -1.10 0.92 -12.95
Cl -1.24 1.98 -14.36
Cl 0.60 0.53 -12.67
Cl -1.77 1.73 -11.53
Cl -2.00 -0.58 -13.26

Here are the Löwdin charges for atoms 1 to 4, given in e:
1. N -0.206
2. P 0.527
3. O -0.242
4. O -0.245

=====

ORCA calculation (wB97M-V/def2-TZVPD) on a structure of composition C16H7FeN2O4S2Se.

Its spin multiplicity is 2. As for the LUMO energy (spin up / spin down): 4.5 / 4.7 eV. The expectation value of S² is 1.15. As for the net charge: -2.

Atoms and positions in Å:
Fe -0.63 -0.71 0.21
S 1.60 -0.70 -0.06
C 2.00 0.94 -0.48
C 3.30 1.29 -0.84
C 3.62 2.59 -1.20
C 4.96 2.90 -1.60
N 6.05 3.13 -1.93
C 2.63 3.58 -1.19
C 1.33 3.24 -0.81
C 0.99 1.93 -0.47
S -0.63 1.51 -0.04
C 2.92 4.93 -1.56
N 3.14 6.02 -1.87
H 4.07 0.53 -0.84
H 0.57 4.01 -0.79
O -4.10 -2.16 -0.83
C -2.93 -1.91 -0.60
O -2.46 -0.72 -0.34
C -1.82 -3.01 -0.61
O -2.07 -4.17 -0.85
O -0.64 -2.52 -0.38
Se -1.17 -1.30 2.46
C -0.13 -0.15 3.55
C 0.97 0.57 3.06
C 1.72 1.37 3.91
C 1.39 1.49 5.25
C 0.30 0.79 5.74
C -0.45 -0.02 4.90
H 1.23 0.48 2.02
H 2.57 1.92 3.51
H 1.98 2.12 5.91
H 0.03 0.87 6.79
H -1.31 -0.56 5.29

Here are the Löwdin charges for atoms 1 to 4, given in e:
1. Fe -0.032
2. S 0.723
3. C -0.662
4. C -0.066

=====

ORCA calculation (wB97M-V/def2-TZVPD) on a structure of composition C16H8B2Cl64O6Ta at a distorted geometry.

Its spin multiplicity is 1. As for the LUMO energy: 1.0 eV. As for the net charge: -1.

Atoms and positions in Å:
O 2.33 1.01 -0.61
B 0.97 1.03 -0.20
O 0.20 -0.12 -0.45
O 0.44 2.09 0.40
Ta 0.01 3.70 -0.81
O -1.48 2.55 -1.60
B -2.55 2.21 -0.86
O -3.74 1.82 -1.48
O -2.53 2.23 0.54
H 2.43 0.89 -1.56
H 0.37 -0.49 -1.32
H 1.20 3.05 -2.05
H -0.30 5.10 -1.94
H -1.10 4.53 0.40
H 1.41 4.62 -0.06
H -3.87 2.36 -2.27
H -2.09 1.46 0.91
C -6.99 2.87 1.08
Cl -7.37 2.08 -0.46
Cl -7.75 4.47 1.15
Cl -7.62 1.88 2.41
Cl -5.25 2.98 1.18
C -7.60 -1.97 -1.52
Cl -6.95 -3.61 -1.65
Cl -8.44 -1.79 0.03
Cl -6.29 -0.81 -1.61
Cl -8.74 -1.68 -2.84
C 2.49 -3.26 0.86
Cl 0.79 -3.36 0.43
Cl 2.81 -1.74 1.69
Cl 2.92 -4.64 1.88
Cl 3.47 -3.33 -0.62
C -0.26 8.15 2.13
Cl -1.18 9.32 3.10
Cl -1.31 6.98 1.37
Cl 0.63 9.05 0.89
Cl 0.90 7.31 3.17
C 3.98 1.94 3.72
Cl 3.40 1.45 2.14
Cl 5.73 2.18 3.64
Cl 3.21 3.46 4.20
Cl 3.61 0.68 4.91
C 4.26 -7.29 -1.05
Cl 2.55 -6.88 -0.91
Cl 5.00 -6.33 -2.33
Cl 5.09 -6.95 0.48
Cl 4.42 -9.01 -1.45
C 3.33 12.33 -0.26
Cl 2.32 13.45 0.67
Cl 2.30 11.16 -1.07
Cl 4.25 13.24 -1.46
Cl 4.43 11.49 0.83
C 6.01 -10.74 2.98
Cl 6.37 -12.46 2.80
Cl 4.90 -10.51 4.33
Cl 7.52 -9.87 3.31
Cl 5.29 -10.11 1.50
C 3.87 4.73 -4.33
Cl 3.04 4.27 -5.83
Cl 5.61 4.92 -4.66
Cl 3.23 6.27 -3.76
Cl 3.64 3.50 -3.11
C -3.12 -2.94 1.90
Cl -4.86 -2.64 1.82
Cl -2.28 -1.92 0.74
Cl -2.54 -2.59 3.53
Cl -2.80 -4.64 1.52
C 6.78 -13.61 6.86
Cl 5.64 -12.48 7.59
Cl 5.89 -14.83 5.95
Cl 7.86 -12.74 5.78
Cl 7.72 -14.40 8.14
C -7.55 -0.66 -6.39
Cl -7.15 -2.38 -6.32
Cl -9.27 -0.45 -6.04
Cl -6.60 0.22 -5.20
Cl -7.21 -0.03 -8.01
C -7.92 -6.56 -4.44
Cl -9.13 -5.57 -3.63
Cl -8.68 -8.03 -5.06
Cl -7.22 -5.66 -5.78
Cl -6.65 -7.00 -3.29
C -1.93 13.55 4.13
Cl -3.09 14.62 3.34
Cl -0.42 13.54 3.22
Cl -1.63 14.12 5.78
Cl -2.57 11.91 4.18
C -1.46 -6.74 -2.37
Cl -1.39 -8.51 -2.46
Cl -3.13 -6.22 -2.18
Cl -0.51 -6.19 -0.99
Cl -0.79 -6.06 -3.85
C 7.65 2.56 -0.62
Cl 7.92 1.00 -1.41
Cl 7.45 3.81 -1.84
Cl 6.20 2.46 0.38
Cl 9.05 2.95 0.40

Here are the Löwdin charges for atoms 1 to 4, given in e:
1. O 0.015
2. B -1.118
3. O 0.084
4. O -0.181

=====

ORCA calculation (wB97M-V/def2-TZVPD) on a structure of composition C16H8Cl5FN2O3PdS at a distorted geometry.

Its spin multiplicity is 5. As for the LUMO energy (spin up / spin down): -7.7 / -11.6 eV. The expectation value of S² is 6.11. As for the net charge: +2.

Atoms and positions in Å:
Pd 0.41 -0.03 -0.40
Cl -4.53 -3.20 3.01
C -3.08 -3.01 2.25
C -2.30 -1.87 2.58
Cl -2.69 -0.74 3.86
C -1.07 -1.69 2.04
Cl 0.10 -0.66 2.80
C -0.74 -2.36 0.84
O 0.05 -1.98 -0.06
C -1.46 -3.59 0.52
Cl -0.91 -4.49 -0.80
C -2.60 -3.88 1.26
Cl -3.32 -5.42 1.10
F 6.35 -0.60 1.20
C 5.07 -0.54 0.72
C 4.08 -1.38 1.35
C 2.77 -1.39 0.83
C 2.44 -0.45 -0.17
C 3.43 0.29 -0.78
C 4.77 0.22 -0.38
H 4.26 -1.83 2.31
H 1.99 -2.03 1.16
H 3.10 1.04 -1.55
H 5.54 0.86 -0.93
S -1.49 0.05 -1.71
C -1.72 1.70 -2.00
N -1.84 2.57 -0.93
C -2.36 3.84 -1.05
C -2.37 4.38 -2.31
C -2.16 3.47 -3.35
N -2.03 2.15 -3.21
H -1.53 2.23 0.00
H -2.85 4.29 -0.19
H -2.55 5.44 -2.50
H -2.05 3.87 -4.34
O 0.76 1.90 -1.06
O 0.52 2.83 -0.12

Here are the Löwdin charges for atoms 1 to 4, given in e:
1. Pd 0.744
2. Cl 0.910
3. C -0.693
4. C -0.603

=====

ORCA calculation (wB97M-V/def2-TZVPD) on a structure of composition C16H9Cl5N2O6Ti at a distorted geometry.

Its spin multiplicity is 2. As for the LUMO energy (spin up / spin down): 1.9 / 1.9 eV. The expectation value of S² is 0.76. As for the net charge: -1.

Atoms and positions in Å:
Ti 0.46 0.97 0.00
Cl 0.23 3.62 1.55
C -0.85 2.45 2.22
C -0.86 1.23 1.53
C -1.73 0.27 2.07
Cl -1.78 -1.26 1.28
C -2.52 0.49 3.18
Cl -3.55 -0.74 3.80
C -2.46 1.73 3.83
Cl -3.43 2.03 5.23
C -1.62 2.72 3.33
Cl -1.52 4.24 4.13
N 1.50 -0.50 1.45
C 2.96 -0.46 1.34
C 3.32 -0.23 -0.13
C 2.50 0.96 -0.62
O 2.08 1.01 -1.78
O 2.12 1.82 0.26
H 1.21 -0.44 2.43
H 1.14 -1.37 1.05
H 3.44 -1.38 1.71
H 3.33 0.39 1.93
H 3.04 -1.09 -0.75
H 4.39 -0.03 -0.26
O -3.16 4.24 -4.87
C -3.03 3.02 -4.80
O -3.57 2.10 -5.40
C -2.02 2.56 -3.66
C -1.25 3.49 -2.96
C -0.55 3.10 -1.84
N -0.56 1.83 -1.39
C -1.22 0.91 -2.13
C -1.98 1.23 -3.24
C -0.92 -0.51 -1.72
O -1.46 -1.47 -2.24
O -0.01 -0.59 -0.80
H -1.24 4.51 -3.29
H 0.06 3.80 -1.27
H -2.51 0.46 -3.78

Here are the Löwdin charges for atoms 1 to 4, given in e:
1. Ti 0.896
2. Cl 0.763
3. C -0.675
4. C -0.270

=====

ORCA calculation (wB97M-V/def2-TZVPD) on a structure of composition C17H10BrClNO4S2Tl at a distorted geometry.

Its spin multiplicity is 1. As for the LUMO energy: 4.6 eV. As for the net charge: -2.

Atoms and positions in Å:
Tl 2.05 -0.83 -1.18
Br 0.87 -3.75 -1.53
C -0.86 -3.20 -2.11
C -1.77 -4.19 -2.29
C -3.08 -3.87 -2.72
C -3.41 -2.57 -2.94
C -2.47 -1.53 -2.75
C -2.85 -0.18 -2.94
C -1.95 0.82 -2.74
C -0.62 0.51 -2.38
C -0.17 -0.78 -2.17
C -1.13 -1.82 -2.34
H -1.50 -5.22 -2.08
H -3.81 -4.66 -2.85
H -4.42 -2.30 -3.25
H -3.88 0.03 -3.21
H -2.25 1.85 -2.86
H 0.07 1.34 -2.25
S -1.19 -2.44 1.56
C 2.71 -0.90 2.59
N 1.01 -0.30 0.77
C 1.61 1.65 2.07
C 0.84 2.78 1.52
C 1.13 4.12 2.04
C 2.28 4.31 2.72
C 3.13 3.22 3.15
C 2.76 1.93 2.96
S 3.47 0.57 3.78
H -0.17 2.58 1.16
H 0.45 4.94 1.83
H 2.56 5.31 3.03
H 4.00 3.44 3.75
O 0.78 0.21 3.74
Cl 0.94 -0.12 2.28
O 1.87 2.17 0.77
O -0.33 -1.28 2.49
O 3.34 -1.84 2.36

Here are the Löwdin charges for atoms 1 to 4, given in e:
1. Tl 0.479
2. Br 0.658
3. C -0.605
4. C -0.161

=====

ORCA calculation (wB97M-V/def2-TZVPD) on a structure of composition C17H10F6IrN4O7S2 at a distorted geometry.

Its spin multiplicity is 1. As for the LUMO energy: 2.4 eV. As for the net charge: -1.

Atoms and positions in Å:
Ir -0.63 0.20 1.14
O -1.67 2.65 -2.60
C -1.16 1.73 -3.43
C -1.07 2.08 -4.78
C -0.55 1.19 -5.70
C -0.12 -0.07 -5.30
C -0.22 -0.42 -3.97
C -0.74 0.46 -3.02
C -0.81 0.05 -1.60
O -1.09 0.98 -0.72
N -0.60 -1.20 -1.30
N -0.71 -1.40 0.09
C -0.78 -2.61 0.50
C -0.91 -3.02 1.87
C -1.27 -4.35 2.13
C -1.43 -4.81 3.42
C -1.22 -3.91 4.48
C -0.85 -2.61 4.25
C -0.67 -2.12 2.94
O -0.21 -0.91 2.79
H -1.60 2.30 -1.69
H -1.40 3.07 -5.08
H -0.48 1.48 -6.74
H 0.28 -0.77 -6.02
H 0.10 -1.39 -3.62
H -0.77 -3.36 -0.29
H -1.44 -5.02 1.29
H -1.71 -5.83 3.61
H -1.35 -4.26 5.50
H -0.70 -1.91 5.07
F 4.86 1.41 2.01
C 4.04 0.84 1.13
F 4.34 -0.45 1.02
F 4.22 1.43 -0.06
S 2.30 1.00 1.70
O 1.55 0.41 0.57
O 2.27 0.32 2.95
N 2.14 2.55 1.83
S 0.86 3.34 1.40
O -0.36 2.53 1.36
O 0.79 4.60 2.08
C 1.17 3.83 -0.35
F 1.24 2.77 -1.15
F 0.19 4.62 -0.77
F 2.32 4.49 -0.42
N -3.63 -0.02 1.86
C -2.51 0.08 1.60

Here are the Löwdin charges for atoms 1 to 4, given in e:
1. Ir 1.375
2. O 0.068
3. C -0.264
4. C -0.018

=====

ORCA calculation (wB97M-V/def2-TZVPD) on a structure of composition C17H11B3Cl44F4O4 at a distorted geometry.

Its spin multiplicity is 1. As for the LUMO energy: 0.0 eV.

Atoms and positions in Å:
C -2.80 0.25 3.56
C -1.97 -0.34 2.39
F -0.92 0.56 2.13
B -2.91 -0.43 1.09
O -3.84 0.61 0.92
B -4.05 0.75 -0.45
O -4.49 -0.41 -1.11
B -3.38 -1.27 -1.04
C -2.85 -1.88 -2.40
C -1.39 -2.33 -2.37
O -0.54 -1.17 -2.35
C 0.81 -1.60 -2.35
C 1.67 -0.83 -3.38
F 2.55 -0.01 -2.80
F 2.43 -1.74 -4.06
F 0.97 -0.18 -4.29
O -2.81 -1.50 0.21
H -2.42 -0.03 4.54
H -3.85 -0.07 3.43
H -2.81 1.35 3.42
H -1.56 -1.33 2.63
H -3.82 1.73 -1.08
H -3.51 -2.67 -2.80
H -2.92 -1.07 -3.14
H -1.16 -2.89 -3.30
H -1.14 -2.93 -1.48
H 0.92 -2.69 -2.56
H 1.25 -1.42 -1.36
C 3.85 1.22 -5.19
Cl 4.98 2.15 -6.19
Cl 2.81 2.33 -4.29
Cl 2.86 0.19 -6.22
Cl 4.77 0.22 -4.05
C 0.46 3.89 3.90
Cl 0.65 5.38 4.82
Cl 0.60 4.24 2.18
Cl 1.73 2.75 4.38
Cl -1.13 3.14 4.21
C 2.69 5.72 -6.56
Cl 1.98 7.26 -7.07
Cl 4.32 5.57 -7.24
Cl 2.78 5.67 -4.79
Cl 1.68 4.39 -7.14
C 2.82 -5.35 -3.80
Cl 4.20 -4.37 -4.30
Cl 3.40 -6.93 -3.23
Cl 1.95 -4.52 -2.50
Cl 1.73 -5.57 -5.16
C -1.01 -1.77 7.28
Cl -0.32 -3.37 6.96
Cl -2.65 -1.70 6.61
Cl -1.08 -1.48 9.02
Cl -0.01 -0.53 6.52
C 2.19 8.85 2.57
Cl 3.27 9.55 1.35
Cl 1.40 10.14 3.48
Cl 0.96 7.86 1.77
Cl 3.13 7.83 3.67
C -1.84 -6.39 9.63
Cl -1.34 -6.89 11.25
Cl -0.99 -7.35 8.42
Cl -3.59 -6.63 9.45
Cl -1.46 -4.67 9.40
C -4.62 -5.88 -2.96
Cl -3.15 -5.03 -3.45
Cl -4.20 -7.48 -2.33
Cl -5.44 -4.95 -1.69
Cl -5.69 -6.06 -4.35
C -0.30 -1.92 -7.73
Cl -1.31 -2.60 -9.02
Cl 0.99 -0.94 -8.44
Cl -1.28 -0.90 -6.67
Cl 0.43 -3.22 -6.79
C -3.08 5.91 7.35
Cl -2.65 5.41 8.99
Cl -2.19 4.94 6.17
Cl -4.82 5.70 7.10
Cl -2.67 7.62 7.13
C 7.70 0.42 -0.89
Cl 7.01 1.95 -1.44
Cl 9.32 0.23 -1.56
Cl 7.78 0.41 0.88
Cl 6.68 -0.92 -1.44

Here are the Löwdin charges for atoms 1 to 4, given in e:
1. C -0.062
2. C -0.221
3. F -0.052
4. B -0.439

=====

ORCA calculation (wB97M-V/def2-TZVPD) on a structure of composition C17H11BrF2MoN2O at a distorted geometry.

Its spin multiplicity is 3. As for the LUMO energy (spin up / spin down): -8.8 / -8.9 eV. The expectation value of S² is 2.02. As for the net charge: +2.

Atoms and positions in Å:
Mo 0.83 0.43 1.10
Br 3.24 -5.51 -2.25
C 2.68 -4.11 -1.10
C 3.35 -3.92 0.12
C 2.92 -2.95 0.99
C 1.85 -2.11 0.66
O 1.41 -1.24 1.56
C 1.19 -2.25 -0.61
C 0.15 -1.39 -1.07
N -0.15 -0.26 -0.48
C -1.18 0.61 -0.90
C -1.77 0.72 -2.14
C -2.81 1.64 -2.33
C -3.31 2.39 -1.30
C -2.74 2.30 -0.01
C -3.22 2.97 1.14
C -2.59 2.77 2.35
C -1.47 1.95 2.42
N -0.97 1.30 1.37
C -1.63 1.44 0.17
C 1.62 -3.30 -1.45
H 4.20 -4.54 0.38
H 3.37 -2.82 1.97
H -0.40 -1.71 -1.95
H -1.43 0.11 -2.97
H -3.24 1.72 -3.32
H -4.13 3.07 -1.46
H -4.09 3.60 1.06
H -2.95 3.26 3.25
H -0.94 1.81 3.36
H 1.13 -3.45 -2.40
F 2.86 1.84 -0.27
C 2.39 1.87 1.01
F 3.17 0.92 1.67
H 2.67 2.86 1.44

Here are the Löwdin charges for atoms 1 to 4, given in e:
1. Mo 1.821
2. Br 0.839
3. C -0.637
4. C -0.041